No. 1
{"formula": "H13O6S", "method": "ωB97M-V with the def2-TZVPD basis set", "elements": ["H", "H", "O", "H", "H", "O", "O", "H", "O", "S", "H", "H", "H", "H", "H", "O", "H", "H", "H", "O"], "coordinates": [[3.1130, 1.5639, -1.9295], [1.6198, 0.3703, 3.1629], [3.1356, 2.5075, -2.0947], [-0.2787, 5.0831, -0.0637], [-1.8111, -1.2872, 0.2146], [-0.3660, -4.1097, -3.0226], [0.6926, 0.2718, 3.4002], [-1.2990, -4.1027, -3.2829], [-1.0333, -1.7551, -0.1153], [0.1470, 1.1057, -0.9217], [0.2787, -0.1415, 2.6401], [2.3316, 2.7954, -1.6393], [-1.6993, 4.4945, -0.1066], [-1.0120, -3.3227, 1.8623], [1.0524, 0.4816, -0.1611], [-1.3365, -3.0232, 2.7251], [-0.2859, -3.2445, -2.6023], [-1.3663, -2.0740, 2.5688], [-0.6649, -0.9279, -0.5377], [-1.2178, 5.3148, -0.0966]], "atomic_forces_ev_per_a": [[-0.14, -0.27, -0.05], [-0.12, 0.00, -0.13], [0.17, 0.38, 0.14], [-0.42, -0.22, -0.05], [-0.36, -0.52, 0.22], [-0.54, 0.23, -0.14], [0.09, 0.01, 0.38], [0.31, -0.19, 0.03], [-0.27, 0.90, -0.12], [-0.12, 0.03, -0.03], [0.03, 0.06, -0.33], [-0.12, -0.17, -0.13], [0.00, -0.66, -0.03], [-0.07, -0.04, 0.14], [0.18, 0.00, 0.16], [0.11, -0.02, -0.40], [0.23, 0.00, 0.20], [-0.04, 0.07, 0.20], [0.63, -0.38, -0.10], [0.45, 0.79, 0.06]], "mulliken_charge": [0.31, 0.31, -0.63, 0.32, 0.33, -0.65, -0.63, 0.31, -0.58, -0.78, 0.33, 0.29, 0.33, 0.34, -0.05, -0.65, 0.33, 0.29, 0.14, -0.66], "orbital_gap_ev": 7.486, "de_lowest_kcal_mol": 26.86, "homo_energy_ev": -4.22, "total_charge": -1, "energy_ha": -857.48241}

---

No. 2
{"formula": "C4H3FO", "method": "ωB97M-V with the def2-TZVPD basis set", "elements": ["C", "C", "H", "C", "F", "O", "C", "H", "H"], "coordinates": [[-0.2765, 0.3900, 0.5079], [2.2575, 0.0141, -0.4033], [-1.0307, -1.8518, -0.4727], [1.0662, 0.0275, 0.2019], [-0.5125, 1.5581, -0.2935], [-2.5946, 0.1218, -0.3260], [-1.4951, -0.5303, -0.1009], [-0.4847, 0.4861, 1.6973], [3.0704, -0.2156, -0.8108]], "atomic_forces_ev_per_a": [[-2.85, 0.42, 0.52], [-15.58, 1.42, 7.86], [-1.98, 3.83, 1.07], [9.62, -0.65, -4.88], [0.29, -0.35, 1.73], [6.22, -4.97, 1.30], [-2.71, 1.57, -1.60], [0.42, 0.36, -2.87], [6.57, -1.62, -3.12]], "mulliken_charge": [0.38, -0.25, 0.24, -0.50, -0.26, -0.41, 0.02, 0.24, 0.53], "orbital_gap_ev": 9.943, "de_lowest_kcal_mol": 120.81, "homo_energy_ev": -10.08, "energy_ha": -329.09341}

---

No. 3
{"formula": "C38H63N3O21", "method": "ωB97M-V with the def2-TZVPD basis set", "elements": ["H", "C", "C", "H", "C", "C", "H", "C", "N", "C", "H", "O", "C", "H", "C", "O", "H", "O", "H", "H", "H", "H", "O", "H", "O", "O", "C", "H", "H", "H", "O", "H", "H", "H", "C", "H", "C", "H", "C", "H", "H", "N", "C", "H", "N", "C", "H", "H", "C", "H", "H", "H", "H", "H", "C", "H", "H", "O", "C", "C", "C", "H", "H", "C", "H", "C", "H", "C", "C", "H", "O", "H", "H", "H", "O", "O", "H", "H", "H", "H", "C", "H", "C", "C", "C", "O", "H", "O", "H", "O", "H", "O", "H", "O", "H", "C", "H", "C", "H", "H", "C", "C", "H", "C", "O", "O", "C", "O", "H", "H", "H", "O", "H", "O", "C", "H", "H", "C", "H", "C", "C", "C", "H", "H", "H"], "coordinates": [[-25.6130, -6.7120, -12.7440], [-22.8320, -3.1560, -2.9750], [-22.8410, -13.1380, -7.6150], [-24.3440, -11.6340, -6.2130], [-19.6370, -8.9530, -5.2240], [-21.6800, -11.4410, -13.5650], [-25.9130, -6.6530, -4.9280], [-24.1440, -8.1690, -9.0240], [-27.2530, -9.0130, -7.5150], [-24.8140, -3.0840, -9.2130], [-26.7720, -3.7200, -2.8900], [-23.9980, -12.1860, -10.9540], [-26.3950, -9.1050, -8.2710], [-24.6340, -7.8600, -12.2680], [-24.7640, -11.9770, -2.6180], [-23.3640, -10.5570, -12.2900], [-22.9650, -12.2490, -5.2150], [-24.0200, -13.8310, -7.2910], [-22.5130, -8.4700, -3.3650], [-26.4490, -1.8900, -9.6050], [-17.6870, -6.9220, -7.8550], [-23.8370, -3.3340, -9.6810], [-23.5790, -4.6950, -5.8330], [-20.6130, -11.5200, -13.8200], [-24.1800, -10.9520, -3.2640], [-22.2830, -12.2920, -12.5340], [-25.4410, -4.1760, -8.4930], [-20.0370, -10.8990, -9.3880], [-20.6280, -6.8830, -3.1670], [-23.1540, -7.1370, -7.4480], [-18.9320, -9.8190, -5.6600], [-23.3320, -3.8970, -0.9290], [-26.1310, -9.6890, -1.3500], [-22.5910, -2.1070, -2.7950], [-23.6780, -4.6370, -12.5950], [-27.1510, -10.5260, -2.5710], [-19.5670, -8.3650, -8.6490], [-20.6970, -3.6270, -3.2620], [-24.2160, -7.4390, -14.1930], [-22.5800, -6.3990, -12.3180], [-23.0740, -6.7360, -3.9700], [-26.7720, -5.7350, -10.2810], [-23.2570, -11.5810, -6.0260], [-24.6460, -4.2610, -12.4090], [-23.9570, -7.8100, -15.2380], [-22.2470, -10.1070, -13.1010], [-21.7500, -6.8300, -5.8820], [-24.6000, -8.9660, -3.0790], [-25.7780, -9.7180, -4.6860], [-24.6610, -7.2740, -9.3560], [-25.1550, -5.7710, -3.5350], [-19.9600, -6.0200, -4.4220], [-23.4290, -8.2710, -4.7510], [-20.9730, -9.9700, -10.2640], [-25.1960, -9.3080, -9.1100], [-24.5290, -2.7470, -1.5240], [-23.3510, -8.3620, -9.7460], [-21.9490, -13.6570, -8.5370], [-23.8200, -3.5030, -1.8220], [-21.6310, -4.0880, -3.0250], [-25.6420, -2.3240, -10.1050], [-27.8450, -3.3140, -3.9020], [-24.4310, -4.3340, -2.1330], [-27.4830, -6.9110, -2.3870], [-21.9660, -11.1830, -15.6820], [-27.0590, -3.9350, -3.9100], [-24.7800, -10.3550, -8.9320], [-22.2180, -14.9360, -9.0470], [-22.3490, -11.8470, -14.9340], [-27.8770, -5.5470, -4.8690], [-19.6270, -7.1460, -8.0750], [-22.8740, -8.8550, -7.5700], [-24.3640, -8.3100, -6.8090], [-26.3210, -3.5780, -4.5750], [-27.8820, -7.5790, -1.4390], [-19.3020, -7.9630, -4.3900], [-26.1050, -2.9010, -10.8680], [-23.4720, -12.0300, -14.9140], [-23.0490, -3.9670, -11.9530], [-23.2310, -15.0710, -9.2170], [-21.4410, -7.5420, -5.0730], [-22.9730, -10.5580, -5.6970], [-23.0490, -4.3250, -4.7410], [-20.8850, -10.2980, -9.2120], [-23.2770, -11.7800, -11.8500], [-23.5950, -3.4120, -4.0920], [-18.5300, -5.3920, -7.4570], [-21.9020, -4.7250, -4.2480], [-24.9630, -9.5510, -5.4310], [-27.9440, -5.7540, -2.7740], [-23.6270, -4.2700, -13.6230], [-24.2520, -13.0740, -2.5190], [-21.6720, -9.3690, -12.4990], [-26.3330, -7.2160, -3.0270], [-25.0300, -1.5890, -10.6130], [-26.0520, -6.2410, -3.9590], [-22.0540, -12.8490, -15.2680], [-23.6250, -8.0610, -7.6150], [-22.0320, -15.5810, -8.1810], [-21.4670, -4.7280, -2.1090], [-26.1550, -10.3190, -2.2660], [-23.5660, -6.1000, -12.2180], [-21.6260, -11.1250, -9.0750], [-26.1550, -5.0270, -9.5210], [-25.7070, -11.5220, -1.8900], [-20.6140, -9.1450, -8.4270], [-22.6980, -7.7540, -4.1800], [-22.4740, -12.0290, -7.0600], [-26.3840, -10.6230, -5.0450], [-25.6920, -9.3140, -10.1170], [-26.4920, -8.9180, -4.5880], [-20.8710, -8.8380, -5.5520], [-22.5350, -9.5280, -14.0230], [-18.5700, -8.7790, -9.4500], [-20.3440, -7.0240, -4.1850], [-24.8530, -4.8440, -8.0250], [-24.4930, -2.5180, -8.3590], [-24.6000, -6.9960, -12.8280], [-23.8140, -6.1640, -11.1730], [-27.3390, -5.4260, -3.9430], [-25.1420, -9.8440, -3.3030], [-18.5050, -6.2730, -8.1120], [-18.1410, -5.9210, -9.0530], [-21.6950, -15.2260, -9.8780], [-26.1010, -3.9350, -7.7190]], "atomic_forces_ev_per_a": [[-1.06, 1.19, -0.37], [-1.14, 1.00, 5.07], [-5.90, -6.29, 0.05], [0.64, -0.16, -0.12], [1.66, -0.67, -0.31], [-2.55, -0.33, -1.22], [0.63, -0.43, -0.82], [-1.65, -0.50, 0.00], [-0.35, 0.23, 0.00], [3.55, 0.36, 1.50], [1.07, -0.09, 0.45], [1.64, -0.40, -1.70], [1.17, -0.25, 0.61], [0.26, -2.36, 1.29], [4.36, -2.24, 0.38], [-1.19, 4.33, -0.79], [-0.75, 0.21, 0.49], [7.05, 4.26, -1.88], [0.27, 0.87, 0.25], [-1.26, 1.15, 0.89], [0.72, 0.04, 0.72], [-0.72, -0.48, 0.09], [2.26, 0.14, 3.39], [-0.14, -0.25, 1.51], [-0.42, 0.90, -1.24], [2.77, -3.73, -0.06], [-2.74, -2.01, -3.44], [1.74, -0.48, 0.69], [-0.20, -0.85, 1.06], [0.57, 1.24, 0.44], [0.30, 0.53, 0.71], [0.28, 0.44, 0.10], [-0.45, -0.05, -0.73], [0.22, 0.03, -0.94], [0.47, 1.57, 0.31], [-1.07, 0.92, -0.79], [5.32, -2.65, -4.94], [0.66, 0.87, 0.57], [-1.19, 0.75, 1.41], [1.84, -1.14, -0.47], [0.12, -0.88, 0.53], [3.36, 3.64, 3.65], [-1.07, 0.57, 2.85], [-1.59, 0.07, 0.82], [0.50, -0.38, -1.11], [-0.25, 0.90, -0.66], [0.76, -1.12, 0.26], [0.29, 0.78, 0.58], [0.38, -1.37, -0.49], [-0.03, 0.28, 0.02], [-0.20, 0.58, -0.79], [0.03, -0.47, -0.61], [-0.86, -0.13, -0.76], [-0.63, 0.32, 0.33], [-0.71, -0.79, -1.34], [0.11, 0.62, -0.14], [0.09, -0.12, 0.08], [-0.70, 3.30, 1.44], [0.68, -0.88, 0.57], [0.38, 0.48, 0.42], [-0.05, 1.03, -1.73], [-3.59, 1.83, -1.00], [-0.22, -0.42, -0.34], [0.27, -3.06, 4.22], [-0.37, 0.64, -0.55], [2.04, -1.61, 1.90], [-0.50, 1.36, -0.16], [-0.90, -0.82, 3.73], [-0.80, -1.47, 1.00], [-0.95, -1.08, 0.02], [-1.78, -0.77, -0.09], [0.19, 0.21, 0.53], [0.34, 0.64, -0.96], [0.87, 0.12, -0.86], [0.47, 1.50, -2.36], [1.67, 0.40, 1.26], [-0.21, -0.84, -0.81], [1.22, 1.26, 0.15], [-0.08, -0.74, -0.66], [-2.09, 0.09, -0.58], [-1.39, -0.43, 0.68], [0.14, -0.66, -0.78], [-1.64, -3.04, -7.63], [0.80, -0.65, -3.34], [-0.53, 0.70, 1.03], [-1.28, 3.29, 0.87], [-0.91, -0.74, 0.17], [0.22, -2.20, -0.62], [-1.05, 0.16, 0.44], [-2.20, -0.27, 0.74], [0.94, -0.82, -0.30], [-1.10, 1.20, -0.64], [0.14, -1.02, -0.11], [-0.97, -1.78, 0.85], [-0.16, 0.47, -0.03], [0.24, 1.06, 0.20], [0.61, 0.08, 0.41], [-0.13, -2.00, 0.23], [0.29, -0.53, -0.48], [-0.64, 0.18, -1.25], [-0.06, 3.25, 1.35], [-1.90, 1.92, 0.50], [-0.24, 1.93, 1.41], [-3.53, -3.59, -2.70], [-1.38, -3.35, 2.46], [-1.02, 1.12, 1.57], [0.97, -0.36, -1.11], [1.48, -0.23, -2.86], [1.01, 1.02, 0.78], [0.96, -0.25, 0.40], [-0.09, 0.44, -0.55], [-4.33, 1.91, -0.66], [-0.46, -0.59, 1.13], [-4.96, 2.71, 4.27], [1.40, 0.90, -1.27], [2.90, -2.06, 1.53], [0.46, 1.28, 0.22], [1.53, -0.25, -2.10], [0.23, 0.21, 0.73], [2.19, 3.43, -2.57], [-0.77, -1.99, -1.39], [1.89, -0.96, 0.27], [-0.86, 0.11, -1.28], [1.84, 0.11, -1.90], [-1.52, 0.97, 0.83]], "mulliken_charge": [0.58, 0.41, 0.59, 0.55, 0.38, 0.28, -0.02, 0.89, -0.64, -0.02, 0.36, -0.60, -0.08, -0.29, 0.55, -0.27, 0.54, -0.65, 0.62, 0.47, 0.38, 0.16, -0.39, 0.34, -0.36, -0.40, 0.91, 0.78, 0.26, 0.19, -0.57, 0.38, 0.30, 0.35, -1.51, 0.28, 0.39, 0.39, 0.01, 0.60, -0.60, -0.57, -0.85, 0.30, -0.57, -0.06, -0.29, 0.00, -0.20, -1.28, -1.23, 0.18, -1.43, 0.07, 0.25, 0.41, 0.33, -0.23, -1.14, -0.62, -1.65, 0.57, 0.09, 0.47, 0.42, -1.66, -0.03, -0.91, -1.41, 0.27, 0.03, -0.32, -1.25, 0.26, -0.61, -0.43, 0.36, 0.28, 0.33, 0.39, 1.51, -0.08, 0.17, -0.43, 0.71, -0.21, 0.26, -0.09, -0.84, -0.36, 0.38, -0.61, 0.09, -0.27, 0.36, 1.32, 0.43, 1.27, 0.34, 0.25, -0.28, 0.59, -0.19, -0.04, -0.35, -0.03, 0.81, 0.04, 0.46, 0.35, 0.35, -0.20, 0.12, -0.70, -0.17, -0.78, 0.37, 0.26, -0.51, 0.86, 0.82, -0.97, 0.36, 0.32, 0.51], "orbital_gap_ev": 9.326, "de_lowest_kcal_mol": 79.78, "homo_energy_ev": -9.71, "energy_ha": -3229.79381, "smiles": "C[C@H]1COC(=O)O1.C[C@H]1COC(=O)O1.C[C@H]1COC(=O)O1.C[C@H]1COC(=O)O1.C[C@H]1COC(=O)O1.COC(=O)OC.COC(=O)OC.CCCC#N.CCCC#N.CCCC#N"}